Entry 1
{"formula": "C5H6OSi", "method": "ωB97M-V with the def2-TZVPD basis set", "e_lumo_ev": 0.44, "multiplicity": 1, "smiles": "O=C[C@]12[C@@H]3[C@H]1[C@@]32[SiH3]", "homo_energy_ha": -0.316, "symbols": ["O", "C", "C", "C", "C", "C", "Si", "H", "H", "H", "H", "H", "H"], "coordinates": [[-2.766, 1.233, 0.553], [-1.966, 1.713, -0.263], [-0.788, 1.106, -0.609], [0.394, 0.848, -1.473], [-0.512, -0.366, -1.489], [0.178, -0.027, -0.253], [0.427, -0.965, 1.351], [-2.007, 2.767, -0.737], [1.096, 1.419, -2.159], [-1.271, -1.002, -1.845], [0.838, 0.115, 2.310], [1.413, -2.020, 1.251], [-1.039, -1.688, 1.555]], "nbo_charge": [-0.551, 0.353, -0.159, -0.185, -0.143, -0.427, 0.875, 0.126, 0.269, 0.262, -0.140, -0.163, -0.117]}


Entry 2
{"formula": "C5H6OSi", "method": "ωB97M-V with the def2-TZVPD basis set", "e_lumo_ev": 0.09, "multiplicity": 1, "smiles": "O=C[C@@]12[C@@H]3[C@H]1[C@]32[SiH3]", "homo_energy_ha": -0.316, "symbols": ["O", "C", "C", "C", "C", "C", "Si", "H", "H", "H", "H", "H", "H"], "coordinates": [[-2.355, 1.398, 0.285], [-1.797, 0.635, -0.476], [-1.101, -0.544, -0.110], [-0.093, -1.536, -0.520], [-0.368, -1.294, 0.934], [0.687, -0.535, 0.243], [1.650, 1.056, 0.163], [-1.880, 0.764, -1.578], [0.057, -2.333, -1.204], [-0.548, -1.828, 1.833], [2.784, 0.821, 1.061], [0.869, 2.209, 0.594], [2.094, 1.187, -1.224]], "nbo_charge": [-0.527, 0.355, -0.109, -0.228, -0.222, -0.322, 0.880, 0.121, 0.250, 0.254, -0.155, -0.141, -0.155]}


Relative to the most stable one, in kcal/mol, the structures come out at entry 1 20.3; entry 2 0.0.


Entry 1
{"formula": "C2H6N2Si", "method": "ωB97M-V with the def2-TZVPD basis set", "e_lumo_ev": 0.49, "multiplicity": 1, "homo_energy_ha": -0.322, "symbols": ["C", "C", "N", "N", "Si", "H", "H", "H", "H", "H", "H"], "coordinates": [[1.682, 1.265, -0.026], [-1.068, 0.512, 0.025], [1.704, 0.059, 0.042], [1.289, -1.070, 0.083], [-0.439, -1.289, -0.102], [-1.130, 0.769, 1.054], [2.231, 2.192, 0.052], [-2.072, 0.611, -0.593], [-0.270, 1.097, -0.376], [-0.695, -2.274, 1.132], [-1.232, -1.873, -1.292]], "nbo_charge": [-0.104, -1.106, 0.040, -0.682, 1.238, 0.239, 0.253, 0.248, 0.230, -0.177, -0.180]}


Entry 2
{"formula": "C2H6N2Si", "method": "ωB97M-V with the def2-TZVPD basis set", "e_lumo_ev": 0.71, "multiplicity": 1, "smiles": "N[Si]1(N)C=C1", "homo_energy_ha": -0.308, "symbols": ["N", "Si", "N", "C", "C", "H", "H", "H", "H", "H", "H"], "coordinates": [[1.163, -1.301, 0.281], [0.080, 0.027, 0.006], [0.197, 0.895, 1.532], [-0.535, 0.630, -1.636], [-1.543, 0.061, -0.930], [1.913, -0.919, 0.924], [1.459, -2.068, -0.314], [0.870, 0.533, 2.291], [-0.476, 1.598, 1.774], [-0.473, 0.828, -2.682], [-2.656, -0.282, -1.246]], "nbo_charge": [-1.309, 1.837, -1.318, -0.625, -0.618, 0.390, 0.414, 0.406, 0.408, 0.203, 0.212]}


Relative to the most stable one, in kcal/mol, the structures come out at entry 1 68.3; entry 2 0.0.